Density functional theory data (ωB97M-V/def2-TZVPD) for a molecular structure, C3H4FO4P.

Last column: Mulliken charge in e.
Positions of all 13 atoms, in Å:
C  0.415  0.330  -0.907  0.562
C  1.357  -0.703  -0.338  -1.263
C  -1.348  -0.288  -0.161  -0.199
O  -0.040  0.277  2.280  -0.758
O  -1.695  2.046  1.345  -0.789
O  0.516  0.577  -2.134  -0.850
O  0.290  1.441  -0.016  -0.371
F  -1.528  -1.603  0.247  -0.320
P  -0.778  0.901  1.144  0.726
H  2.318  -0.303  -0.224  0.376
H  1.681  -1.629  -0.921  0.271
H  1.065  -1.071  0.535  0.388
H  -2.253  0.025  -0.850  0.228

LUMO energy = 7.10 eV
HOMO-LUMO gap = 5.91 eV
Net charge = -2
DFT total energy = -23371.819 eV